ORCA calculation (ωB97M-V with the def2-TZVPD basis set) on a structure of composition C30H40BrMnN2O4.

Properties
energy above the lowest of the compared OMol25 structures with the same formula, charge and spin = 3.75 kcal per mole
Kohn-Sham gap (spin up / spin down) = 5.23 / 7.57 eV
E_tot = -144277.143 eV

```
! RIJCOSX wB97M-V def2-TZVPD def2/J DEFGRID3
* xyz 2 5
Mn 0.1655 0.6613 0.8517
C 3.0420 -0.3212 1.6792
O 2.2632 0.7556 1.1430
C 2.7585 2.0413 1.5231
C 1.9279 3.0994 0.8203
O 0.5190 2.8631 0.9513
C -0.1530 3.4975 2.0390
C 0.0935 2.7976 3.3707
O 0.1889 1.3973 3.1362
C 0.4618 0.6742 4.3405
H 4.0671 -0.2622 1.3108
H 3.0534 -0.2863 2.7710
H 2.5821 -1.2485 1.3459
H 2.7169 2.1408 2.6115
H 3.7989 2.1400 1.2040
H 2.1875 4.0868 1.2052
H 2.1326 3.0703 -0.2507
H 0.1493 4.5432 2.1127
H -1.2092 3.4619 1.7763
H 1.0180 3.1487 3.8402
H -0.7367 3.0160 4.0487
H -0.4046 0.6886 5.0044
H 0.6937 -0.3504 4.0655
H 1.3134 1.1145 4.8646
Br 3.0530 4.5015 -4.7921
C 2.6864 2.8052 -4.0814
C 3.3869 2.3549 -2.9385
C 3.1498 1.1238 -2.4281
C 2.1930 0.1501 -3.0473
C 1.4446 0.7442 -4.2010
C 1.7062 1.9831 -4.6819
N 0.2671 0.5384 -1.4999
C -1.0701 0.0341 -1.8329
C -2.1507 0.5806 -0.9371
C -3.4512 0.7227 -1.3906
C -4.4511 1.0788 -0.4984
C -4.1090 1.2937 0.8291
C -2.7843 1.1727 1.1971
N -1.8150 0.8244 0.3407
H 4.1228 3.0077 -2.4860
H 3.7035 0.7840 -1.5589
H 0.7073 0.1263 -4.7011
H 1.1685 2.3539 -5.5452
H -1.3313 0.2262 -2.8771
H -3.6765 0.5541 -2.4352
H -5.4738 1.1910 -0.8320
H -4.8539 1.5572 1.5660
H -2.4792 1.3596 2.2204
C -1.2702 -4.4050 2.0331
C -1.9176 -3.0181 1.9006
C -1.3030 -2.0581 2.9200
C -1.8833 -2.6095 0.4301
C -2.8890 -3.0804 -0.3668
C -2.9216 -2.9361 -1.7923
C -1.9755 -2.2318 -2.4175
C -0.9018 -1.5284 -1.6786
C 0.4762 -1.6823 -2.3892
C 1.1801 -3.0065 -2.1277
C 1.2726 -0.4454 -1.9634
C -0.8480 -1.8285 -0.1820
O 0.1012 -1.3155 0.4639
H -1.3176 -4.7498 3.0662
H -0.2210 -4.3643 1.7317
H -1.7787 -5.1364 1.4047
H -2.9756 -3.1169 2.1583
H -0.2168 -2.0780 2.8669
H -1.5997 -2.3677 3.9227
H -1.6530 -1.0338 2.7672
H -3.7070 -3.6137 0.1058
H -3.7037 -3.4298 -2.3542
H -1.9652 -2.1474 -3.4991
H 0.2609 -1.6106 -3.4592
H 1.4689 -3.1056 -1.0805
H 2.0780 -3.0831 -2.7409
H 0.5268 -3.8388 -2.3938
H 1.9085 -0.7125 -1.1167
H 0.4189 1.4433 -1.9416
H 2.7837 -0.7072 -3.4212
*
```

---

ORCA calculation (ωB97M-V with the def2-TZVPD basis set) on a structure of composition C36H64N2O11S.

Properties
Kohn-Sham gap = 8.32 eV
E_tot = -74708.246 eV

```
! RIJCOSX wB97M-V def2-TZVPD def2/J DEFGRID3
* xyz 0 1
C 4.0787 0.5430 2.6119
O 3.5201 1.8245 2.4510
C 2.4823 1.8655 1.4820
C 3.0099 2.0805 0.0735
C 1.9150 1.9817 -0.9839
C 0.7294 2.9410 -0.7583
C -0.5541 2.2059 -0.3711
C -1.6042 3.1159 0.2564
C -2.9971 2.4892 0.4104
C -3.1990 1.7011 1.7037
C -2.4041 0.3944 1.8723
C -2.4263 -0.5486 0.7040
C -3.5252 -0.7579 -0.0658
C -3.5524 -1.6901 -1.1478
C -2.4846 -2.4420 -1.4802
C -1.3153 -2.2811 -0.6994
N -0.1569 -2.9326 -0.8545
S 0.8046 -2.4293 0.3233
N -0.1193 -1.3333 1.0325
C -1.2912 -1.3478 0.3886
H 5.0021 0.6485 3.1757
H 3.4018 -0.1140 3.1683
H 4.3061 0.0670 1.6544
H 1.8912 0.9453 1.5233
H 1.8265 2.6848 1.7763
H 3.7740 1.3253 -0.1276
H 3.5130 3.0482 0.0174
H 2.3580 2.1618 -1.9633
H 1.5450 0.9521 -1.0079
H 0.5457 3.4874 -1.6829
H 0.9749 3.6640 0.0192
H -0.9745 1.7267 -1.2575
H -0.2881 1.4304 0.3464
H -1.7014 4.0057 -0.3709
H -1.2383 3.4611 1.2267
H -3.2070 1.8798 -0.4691
H -3.7339 3.2940 0.4000
H -4.2559 1.4911 1.8714
H -2.9008 2.3652 2.5184
H -2.8506 -0.1541 2.7063
H -1.3732 0.5915 2.1629
H -4.4285 -0.2052 0.1547
H -4.4664 -1.7927 -1.7159
H -2.5163 -3.1383 -2.3026
O 3.2382 8.3490 4.7105
C 3.4122 7.2041 4.3852
O 2.4257 6.3198 4.5963
C 2.4559 4.9878 4.0618
C 3.2142 4.0181 4.9380
C 4.7250 6.7421 3.7919
H 2.8404 5.0005 3.0412
H 1.4069 4.7030 4.0013
H 4.2671 4.2891 5.0236
H 3.1539 3.0219 4.5030
H 2.7895 3.9995 5.9423
H 5.4072 6.5179 4.6112
H 5.1390 7.5643 3.2145
H 4.6490 5.8676 3.1515
O 0.6467 7.8885 0.2795
C 0.9598 8.9588 0.7237
O 1.3404 9.9211 -0.1459
C 1.6129 11.2644 0.2631
C 3.0300 11.4328 0.7698
C 1.0140 9.2305 2.2074
H 0.8758 11.5997 0.9932
H 1.4606 11.8554 -0.6386
H 3.2088 10.8420 1.6684
H 3.2229 12.4795 1.0067
H 3.7398 11.1123 0.0073
H 1.9787 8.8961 2.5859
H 0.2378 8.6410 2.6873
H 0.8752 10.2717 2.4837
O -3.2932 -4.6716 -4.0740
C -2.3457 -4.8914 -4.7831
O -2.5751 -5.4862 -5.9703
C -1.5693 -5.6254 -6.9801
C -0.7235 -6.8673 -6.7953
C -0.9363 -4.5733 -4.3508
H -0.9618 -4.7206 -7.0353
H -2.1371 -5.6848 -7.9075
H -0.1578 -6.8325 -5.8656
H -0.0248 -6.9707 -7.6274
H -1.3606 -7.7513 -6.7659
H -0.5602 -5.3903 -3.7361
H -0.9687 -3.6705 -3.7467
H -0.2396 -4.4021 -5.1679
O 0.9113 -7.1624 -3.8361
C 1.9157 -7.8179 -3.9194
O 1.8356 -9.0267 -4.5021
C 2.9847 -9.8399 -4.7693
C 3.3812 -10.6771 -3.5723
C 3.2253 -7.3453 -3.3346
H 3.8090 -9.2273 -5.1352
H 2.6722 -10.4800 -5.5922
H 3.6868 -10.0569 -2.7296
H 4.2125 -11.3324 -3.8326
H 2.5412 -11.2919 -3.2506
H 3.2443 -7.6227 -2.2810
H 3.2510 -6.2613 -3.4030
H 4.1093 -7.7503 -3.8189
O -4.9965 -1.5392 3.1411
C -5.3828 -2.6482 2.8869
O -6.4721 -3.1066 3.5370
C -7.0966 -4.3528 3.2137
C -6.4384 -5.5217 3.9156
C -4.6553 -3.5409 1.9104
H -7.1356 -4.4930 2.1333
H -8.1228 -4.2350 3.5577
H -5.4049 -5.6529 3.5948
H -6.9814 -6.4426 3.7015
H -6.4390 -5.3596 4.9932
H -3.8487 -4.0494 2.4382
H -4.2252 -2.9033 1.1447
H -5.2785 -4.2840 1.4201
*
```

---

ORCA calculation (ωB97M-V with the def2-TZVPD basis set) on a structure of composition C16H13AlBr4N4O2S.

Properties
Kohn-Sham gap = 6.36 eV
E_tot = -324462.836 eV

```
! RIJCOSX wB97M-V def2-TZVPD def2/J DEFGRID3
* xyz 0 1
Al -0.0640 0.7237 -1.3340
C -4.5554 -3.1069 -1.3550
C -3.4899 -3.3592 -2.4119
N -2.8886 -2.1246 -2.9033
C -1.9428 -1.4578 -2.2275
S -1.3058 -0.0328 -3.0472
N -1.5727 -1.9447 -1.0593
N -0.6529 -1.1597 -0.4666
C -0.0542 -1.5216 0.6158
C -0.2999 -2.7714 1.3821
C 0.9334 -0.4804 1.0481
C 1.6777 -0.3298 2.3005
C 2.2405 0.8573 2.5603
C 0.5793 2.7618 1.8671
C 0.3431 2.6275 0.3139
N 1.0709 0.3947 0.1456
H -5.0274 -4.0458 -1.0637
H -5.3271 -2.4423 -1.7443
H -4.1168 -2.6492 -0.4698
H -3.9248 -3.8657 -3.2732
H -2.6995 -3.9953 -2.0130
H -3.0779 -1.8189 -3.8412
H -1.1319 -3.3204 0.9511
H -0.5197 -2.5352 2.4251
H 0.5906 -3.4046 1.3674
H 1.7847 -1.1687 2.9738
H 2.8367 0.9988 3.4533
H 0.6368 3.7827 2.2336
H 0.5840 3.6017 -0.1290
Br 3.7027 3.7664 3.2195
C 3.1685 3.0090 1.5704
C 3.7746 3.2792 0.3901
Br 5.2639 4.4393 0.3947
C 3.3561 2.7753 -0.9411
Br 4.1747 3.3396 -2.5422
C 2.2703 1.9837 -1.0077
O 1.5437 1.5169 -2.0055
C 1.5962 1.6941 0.2779
O -0.7429 2.0412 -0.3000
C 2.0058 2.0640 1.6851
Br -0.7401 1.8783 2.9598
*
```